# C47H82F3NO28

A 12-piece molecular cluster, C47H82F3NO28 overall at a distorted geometry (ωB97M-V/def2-TZVPD, the OMol25 dataset).

```
161
Properties=species:S:1:pos:R:3:mulliken_charge:R:1
C -2.3010 1.5509 2.9487 -1.739
C -1.5560 1.0216 1.6449 0.419
C -1.2438 2.2008 0.6903 -0.674
N -0.8869 1.8424 -0.8271 0.616
C -0.2662 3.0114 -1.5834 -0.153
C 1.1546 3.5337 -1.1132 -0.938
C 2.1696 2.3597 -1.1556 -0.274
C 1.5822 1.0084 -0.5590 -0.169
C 0.1455 0.6594 -0.9132 -1.304
C -2.1871 1.3901 -1.5991 -1.328
H -2.6778 0.6166 3.3650 0.286
H -3.1872 2.1656 2.7914 0.436
H -1.6093 1.9654 3.6821 0.562
H -2.0870 0.2443 1.0955 0.491
H -0.6778 0.4175 1.8730 -0.234
H -0.3559 2.7215 1.0489 0.419
H -2.1794 2.7579 0.6413 0.414
H -0.9340 3.8677 -1.4886 -0.096
H -0.2645 2.5466 -2.5693 0.473
H 1.1236 3.8651 -0.0752 0.293
H 1.3754 4.4447 -1.6695 0.495
H 3.0823 2.5087 -0.5785 0.038
H 2.4723 2.1357 -2.1785 0.216
H 1.6285 1.0554 0.5290 0.157
H 2.0952 0.0976 -0.8679 1.039
H -0.1919 -0.1453 -0.2600 0.566
H 0.0264 0.3925 -1.9632 -0.249
H -1.9842 1.2142 -2.6555 0.443
H -2.8397 2.2559 -1.4873 0.468
H -2.6804 0.5294 -1.1475 0.367
C -5.7805 -1.5309 0.0316 0.868
O -6.2716 -2.0522 -1.1953 -0.224
O -4.7331 -2.4509 0.3176 -0.937
C -5.4368 0.0440 0.0898 0.836
F -5.1831 0.3382 -1.1872 -0.256
F -6.4618 0.7678 0.4077 -0.303
F -4.4220 0.5081 0.8022 -0.265
C -7.5361 -1.9438 -1.6627 -0.176
C -8.5082 -2.8951 -0.9295 -1.185
H -7.9193 -3.8105 -0.9876 0.285
H -8.5634 -2.4429 0.0607 0.201
H -9.4602 -2.9532 -1.4571 0.423
H -7.5786 -2.3845 -2.6587 0.125
H -7.8838 -0.9131 -1.7332 0.356
H -6.5880 -1.6938 0.7455 -0.644
O 0.5364 0.6430 7.1858 -0.651
C -0.6829 0.4623 7.3098 0.579
O -1.4379 0.2198 8.4036 -0.295
C -0.8989 0.4979 9.7146 -0.148
C -1.5236 1.7239 10.2985 -1.173
C -1.4972 0.4064 6.0395 -0.470
H 0.1614 0.7394 9.6399 0.292
H -1.1949 -0.4201 10.2223 0.296
H -1.1837 1.8501 11.3264 0.350
H -2.6040 1.8263 10.1970 0.341
H -1.2772 2.5949 9.6912 0.302
H -1.9113 -0.5959 5.9299 0.358
H -0.9505 0.6360 5.1249 -0.183
H -2.3514 1.0784 6.1222 0.415
O 2.7638 -3.6632 4.9101 -0.596
C 3.2439 -2.6809 5.5458 0.805
O 3.0244 -1.4138 5.6056 -0.305
C 2.0931 -0.8518 4.7544 -0.005
C 2.8093 -0.2638 3.4715 -0.817
C 4.1908 -3.0552 6.7031 -1.086
H 1.3901 -0.1264 5.1640 -0.014
H 1.3406 -1.5841 4.4619 0.332
H 2.2954 -0.2246 2.5110 -0.054
H 3.6369 -0.8895 3.1374 0.403
H 3.2316 0.7258 3.6459 0.450
H 4.9678 -2.3197 6.4948 0.326
H 4.6129 -4.0486 6.5506 0.309
H 3.7728 -3.0105 7.7088 0.259
O 2.0873 -3.0932 -3.1333 -0.507
C 2.5981 -2.3493 -3.9783 0.335
O 2.9837 -2.7165 -5.1919 -0.325
C 3.0040 -4.1453 -5.5981 -0.212
C 4.3510 -4.7568 -5.3022 -1.284
C 2.8078 -0.9470 -3.6165 0.284
H 2.7717 -4.2205 -6.6604 0.274
H 2.1709 -4.5686 -5.0370 0.368
H 4.6822 -4.7309 -4.2641 0.336
H 5.0859 -4.3359 -5.9884 0.316
H 4.2955 -5.8384 -5.4255 0.396
H 3.6877 -0.8083 -2.9882 0.225
H 1.9101 -0.4850 -3.2057 -0.523
H 2.9147 -0.3929 -4.5491 0.388
O 5.4875 -0.2550 -1.1901 -0.612
C 5.8581 0.2624 -0.1393 0.722
O 7.1510 0.4620 0.1303 -0.312
C 8.2396 -0.1361 -0.6252 -0.240
C 9.6145 -0.0240 0.0886 -1.190
C 4.9846 1.0468 0.8753 -0.336
H 8.3389 0.1793 -1.6639 0.299
H 7.9832 -1.1947 -0.5826 0.381
H 9.4391 -0.0928 1.1622 0.310
H 9.9371 0.9954 -0.1234 0.255
H 10.4146 -0.6610 -0.2884 0.366
H 5.2317 0.8724 1.9225 0.388
H 3.9581 0.9008 0.5392 -0.338
H 5.1459 2.1098 0.6956 0.366
C 0.7776 -0.6435 -7.5774 -0.334
C 0.1475 -2.0101 -7.1382 -0.207
O -0.1618 -1.8252 -5.7605 -0.201
C -0.1321 -0.5340 -5.4614 0.693
O -0.3784 0.0019 -4.3872 -0.617
O 0.1944 0.1968 -6.5054 -0.411
H 0.4344 -0.2894 -8.5495 0.341
H 1.8539 -0.8036 -7.6415 0.253
H 0.9192 -2.7616 -7.3049 0.002
H -0.8018 -2.2403 -7.6219 0.413
C -6.5826 -1.9632 3.3885 -0.220
C -5.5384 -0.8985 3.8046 0.145
O -5.3828 -1.1587 5.1582 -0.346
C -6.2255 -2.0798 5.5887 0.556
O -6.3552 -2.4226 6.7556 -0.614
O -7.0865 -2.3707 4.6614 -0.371
H -6.0475 -2.7654 2.8803 0.332
H -7.3780 -1.5058 2.8001 0.197
H -5.9927 0.0777 3.6350 0.219
H -4.5886 -0.9966 3.2788 0.044
C -4.2071 6.4395 -2.8193 -0.289
C -3.2923 5.9317 -1.6674 0.245
O -4.0319 6.3881 -0.5655 -0.324
C -5.3045 6.3197 -0.8095 0.686
O -6.2635 6.4775 -0.0093 -0.586
O -5.4673 6.2716 -2.1638 -0.346
H -4.2461 5.9880 -3.8106 0.336
H -3.8865 7.4717 -2.9602 0.238
H -2.3022 6.3872 -1.6524 0.320
H -3.1065 4.8577 -1.6749 -0.300
C -5.5919 -0.8965 -4.5412 -0.106
C -4.3696 -1.4636 -3.8929 0.398
O -3.4573 -1.6562 -4.9630 -0.283
C -4.0316 -1.3456 -6.1060 0.608
O -3.5484 -1.4611 -7.1982 -0.609
O -5.2134 -0.9249 -5.9107 -0.382
H -5.8118 0.1455 -4.3089 0.193
H -6.4298 -1.5911 -4.4825 0.101
H -4.5292 -2.4200 -3.3949 0.378
H -4.0759 -0.6083 -3.2845 -0.310
C 1.3641 -5.2613 1.1440 -0.384
C 2.1213 -4.7971 -0.1608 -0.440
O 2.0463 -3.4285 -0.0442 -0.087
C 1.1565 -3.0197 0.8615 0.328
O 0.8597 -1.8431 1.2676 -0.409
O 0.6140 -4.1725 1.5139 -0.291
H 2.1184 -5.3993 1.9187 0.319
H 0.7103 -6.0796 0.8423 0.293
H 1.6210 -4.9335 -1.1195 0.281
H 3.1445 -5.1724 -0.1462 0.297
C 7.9595 4.6794 -2.8849 -0.350
C 8.0184 3.6163 -1.9004 -0.179
O 6.7350 3.5023 -1.4310 -0.240
C 5.8877 3.9166 -2.4152 0.559
O 4.7831 3.5438 -2.5044 -0.414
O 6.6327 4.5684 -3.3342 -0.377
H 8.6567 4.7008 -3.7225 0.314
H 8.1006 5.6615 -2.4335 0.261
H 8.6322 3.8554 -1.0320 0.269
H 8.2191 2.5883 -2.2023 0.108
```

Total charge: 0
Orbital gap in eV: 6.15
E in eV: -117034.091
HOMO in eV: -6.2



# C47H85FN4O

A 5-piece molecular cluster, C47H85FN4O overall at a distorted geometry (ωB97M-V/def2-TZVPD, the OMol25 dataset).

```
138
Properties=species:S:1:pos:R:3:mulliken_charge:R:1
C -5.0216 -1.4659 2.4696 -1.050
C -3.7874 -0.4289 2.4612 -0.417
O -2.7273 -0.7656 1.5242 0.271
C -1.9368 -1.9041 1.9852 -0.967
C -0.9185 -2.4677 0.8375 0.284
C 0.5682 -2.6645 1.2543 0.097
C 1.1604 -2.3151 2.7044 -0.899
C 1.8504 -0.8484 2.5729 0.691
C 2.0939 -0.1136 3.9791 -0.045
C 3.4788 -0.5138 4.7183 -0.721
N 4.3022 -1.5257 3.9883 -0.559
C 1.6224 -3.2359 0.1992 0.124
C 3.1769 -3.4937 0.5888 -0.084
C 3.2341 -5.0281 1.1499 -0.375
F 3.9951 -5.8892 0.2553 -0.354
C 1.0796 -3.5305 -1.2185 0.770
C 2.0938 -4.0649 -2.3660 -0.483
C 2.3885 -5.5550 -2.3249 -0.281
C 3.3056 -6.1820 -3.4002 -0.550
C 3.7908 -5.1081 -4.4018 -0.344
C 3.3803 -3.6546 -4.2022 -0.273
N 2.5450 -3.0283 -3.2305 -0.311
C -0.4333 -3.3355 -1.6531 0.622
N -0.7791 -3.6752 -3.0092 -0.384
C -2.1560 -3.4523 -3.2947 0.402
C -2.6405 -3.7663 -4.8034 -1.187
C -3.1647 -2.9443 -2.2283 -0.254
N -2.8750 -2.6189 -0.8473 -0.334
C -1.4699 -2.8176 -0.6253 0.169
H -5.1310 -1.9935 1.4488 0.148
H -6.0382 -0.9349 2.6414 0.330
H -4.9535 -2.2515 3.3166 0.325
H -4.2220 0.5857 2.1085 0.280
H -3.4368 -0.2545 3.5412 0.316
H -1.3574 -1.5131 2.9117 0.056
H -2.6035 -2.7630 2.3870 0.309
H 1.9571 -3.1193 2.9580 0.155
H 0.3916 -2.3399 3.5472 0.456
H 2.7952 -0.8666 1.9134 -0.258
H 1.0861 -0.2007 1.9918 -0.016
H 2.1704 1.0211 3.7507 -0.148
H 1.1775 -0.2463 4.6721 0.336
H 3.2571 -0.9228 5.7701 0.280
H 4.1282 0.4301 4.8895 0.307
H 3.7883 -2.4160 3.9071 0.343
H 4.6129 -1.1830 3.0653 0.164
H 3.8129 -3.4868 -0.3647 0.215
H 3.5502 -2.7948 1.4086 -0.283
H 3.6852 -5.0988 2.2019 0.352
H 2.1577 -5.4471 1.1507 0.220
H 1.9373 -6.2126 -1.5081 0.297
H 3.5604 -7.2883 -3.4617 0.363
H 4.4550 -5.4058 -5.2833 0.326
H 3.8187 -2.9115 -4.9746 0.292
H -1.6822 -3.7869 -5.4529 0.309
H -3.3123 -2.9546 -5.2403 0.312
H -3.0841 -4.8278 -4.8918 0.306
H -4.2570 -2.7986 -2.5763 0.397
C -0.6180 -0.3523 -3.1866 -1.238
C 0.0289 0.6877 -2.2834 -0.835
C -0.9529 1.3267 -1.2980 1.146
C -2.1037 2.1105 -1.9365 -0.034
C -1.6835 3.2489 -2.8670 -0.833
C -0.8930 4.3419 -2.1598 -1.131
H -1.3928 0.0874 -3.8208 0.443
H 0.1323 -0.8003 -3.8436 0.463
H -1.0689 -1.1504 -2.5950 0.110
H 0.5122 1.4567 -2.8960 0.417
H 0.8287 0.2042 -1.7120 0.369
H -0.3943 1.9845 -0.6227 -0.432
H -1.3805 0.5403 -0.6644 -0.523
H -2.7288 2.5197 -1.1335 0.617
H -2.7480 1.4208 -2.4940 -0.224
H -2.5860 3.6958 -3.2965 0.418
H -1.1034 2.8601 -3.7091 0.318
H -1.4746 4.7749 -1.3405 0.229
H -0.6484 5.1442 -2.8611 0.434
H 0.0470 3.9617 -1.7522 0.236
C -1.8539 3.5416 2.1594 -0.845
C -0.3711 3.7205 2.4541 -0.301
C 0.0180 3.3098 3.8761 -0.250
C -0.6419 4.1209 4.9957 -1.049
C -0.3984 5.6297 4.9414 -0.449
C 1.0704 6.0068 5.0830 -1.196
H -2.4731 4.1713 2.8034 0.466
H -2.0685 3.8166 1.1233 0.141
H -2.1558 2.4997 2.3021 0.084
H -0.0818 4.7595 2.2637 0.338
H 0.2005 3.1091 1.7477 0.133
H 1.1073 3.3732 3.9735 0.359
H -0.2346 2.2525 4.0200 0.148
H -0.2816 3.7367 5.9573 0.439
H -1.7225 3.9391 4.9880 0.341
H -0.9575 6.0997 5.7566 0.417
H -0.7989 6.0484 4.0136 0.252
H 1.4786 5.6345 6.0271 0.290
H 1.1832 7.0940 5.0718 0.386
H 1.6721 5.6040 4.2645 0.283
C -5.5029 -0.0236 -1.0377 -0.591
C -5.9400 0.0550 -2.4937 -0.379
C -6.0025 1.4863 -3.0307 -0.181
C -7.0109 2.4032 -2.3313 -0.902
C -8.4596 1.9133 -2.3448 -0.457
C -9.0406 1.7939 -3.7477 -1.212
H -6.2154 0.4870 -0.3843 0.433
H -5.4420 -1.0658 -0.7140 0.118
H -4.5167 0.4290 -0.8998 0.065
H -6.9094 -0.4410 -2.6134 0.459
H -5.2281 -0.5131 -3.1026 0.125
H -6.2253 1.4497 -4.1025 0.493
H -5.0076 1.9393 -2.9470 -0.351
H -6.9649 3.3906 -2.8054 0.494
H -6.7021 2.5570 -1.2912 0.298
H -9.0696 2.6219 -1.7758 0.402
H -8.5432 0.9527 -1.8280 0.236
H -9.0068 2.7564 -4.2662 0.292
H -10.0847 1.4740 -3.6973 0.386
H -8.4989 1.0592 -4.3485 0.288
C 5.5024 -0.5099 -1.7757 -0.870
C 6.9825 -0.3356 -1.4681 -0.501
C 7.3572 -0.7585 -0.0460 -0.951
C 6.6868 0.0451 1.0733 0.275
C 6.9326 1.5540 1.0336 -0.525
C 8.4002 1.9281 1.1935 -1.251
H 4.8792 0.1158 -1.1318 0.223
H 5.2966 -0.2264 -2.8110 0.403
H 5.1976 -1.5521 -1.6436 0.097
H 7.2751 0.7044 -1.6479 0.278
H 7.5596 -0.9420 -2.1739 0.368
H 8.4452 -0.6978 0.0630 0.362
H 7.1015 -1.8163 0.0874 0.357
H 7.0368 -0.3471 2.0356 0.504
H 5.6053 -0.1352 1.0528 -0.395
H 6.3655 2.0182 1.8468 0.382
H 6.5422 1.9806 0.1051 0.274
H 8.7981 1.5478 2.1387 0.304
H 8.5143 3.0152 1.1921 0.384
H 9.0097 1.5311 0.3780 0.285
```

Total charge: 0
Relative energy (zero: lowest compared OMol25 entry of this formula, charge and spin) in kcal/mol: 155.6
Orbital gap in eV: 7.60
E in eV: -60833.865
HOMO in eV: -8.3



# C47H87ClN2O9P

A 6-piece molecular cluster, C47H87ClN2O9P overall at a distorted geometry (ωB97M-V/def2-TZVPD, the OMol25 dataset).

```
147
Properties=species:S:1:pos:R:3:mulliken_charge:R:1
C 1.8988 1.3629 5.2168 -0.633
C 2.5828 2.5496 4.3097 -0.513
P 1.4265 3.1824 2.8805 0.008
C 2.4452 4.1813 1.6114 0.180
C 4.0259 4.4328 2.0552 -0.973
C 0.6045 1.6197 2.0544 0.004
O 1.7103 0.8508 1.4833 -0.186
C 1.5867 0.7173 -0.0007 0.181
C 2.8638 -0.1918 -0.4504 -0.520
C 3.6450 0.5745 -1.7140 -0.518
O 4.8300 1.3144 -1.2530 -0.540
C 0.1007 0.1894 -0.4876 0.126
C 0.1445 -0.3252 -2.0393 -0.357
C -1.2209 -1.0876 -2.5798 -0.364
C -1.0126 -2.6706 -2.9583 -0.727
C 0.0927 -2.9161 -4.1900 -0.260
N 0.6735 -4.3165 -3.9025 -0.724
C -0.4636 -1.1054 0.4082 -0.792
C 0.3998 -2.4739 0.2790 0.598
C 1.5424 -2.6428 1.4897 -0.665
O -0.5608 -3.6001 0.5351 -0.618
N -0.8528 1.3160 -0.1778 1.597
C -1.2095 2.2508 -1.3100 0.579
C -2.6578 1.8736 -2.0634 0.473
O -3.7739 1.5296 -1.4196 -0.384
Cl -2.6159 2.0323 -3.9470 -0.190
C -0.4891 2.2053 0.9940 -0.211
C -1.9105 2.6973 1.7272 -0.481
C -2.6220 1.5520 2.6457 -0.287
C -3.9708 0.9307 1.8754 0.380
C -3.9827 -0.7117 1.5588 -0.226
C -5.2008 -1.4987 0.7924 -0.428
C -6.4805 -0.6045 0.2898 -0.432
C -6.4843 1.0057 0.6213 -0.384
C -5.2707 1.8153 1.4164 -0.548
H 0.7183 1.4447 5.1119 0.167
H 2.2249 1.4057 6.3634 0.327
H 2.2409 0.3212 4.7459 0.076
H 3.6297 2.1867 3.8909 0.313
H 2.8300 3.4443 5.0473 0.346
H 2.3272 3.6957 0.5522 0.026
H 1.9421 5.2629 1.5581 0.058
H 4.1482 4.5987 3.2278 0.253
H 4.4213 5.4095 1.5009 0.367
H 4.7065 3.5351 1.6630 0.192
H 0.1723 1.0045 2.9501 0.119
H 1.7490 1.7619 -0.5589 0.001
H 2.6364 -1.2684 -0.8273 -0.134
H 3.6656 -0.2579 0.4158 -0.126
H 4.0223 -0.2752 -2.4359 0.373
H 2.8860 1.2353 -2.3551 0.147
H 5.5952 0.9847 -1.8377 0.357
H 0.4013 0.5302 -2.8329 0.380
H 0.9998 -1.1339 -2.2493 -0.077
H -1.5040 -0.5558 -3.6120 0.268
H -2.1723 -0.8832 -1.8880 0.160
H -0.8198 -3.3820 -2.0510 0.097
H -2.0496 -3.0297 -3.4300 0.408
H 0.9099 -2.0809 -4.2420 0.207
H -0.5226 -3.0487 -5.1986 0.347
H 1.0735 -4.2111 -2.9270 0.311
H -0.2002 -4.9016 -3.7365 0.231
H -1.6012 -1.3626 0.1521 0.088
H -0.5015 -0.8559 1.5760 0.598
H 0.8743 -2.7050 -0.7610 -0.185
H 2.5927 -2.9917 1.0529 -0.056
H 1.6426 -1.6886 2.1596 -0.050
H 1.2074 -3.5289 2.2151 0.448
H -1.1194 -3.3125 1.3409 0.446
H -1.7700 0.8481 0.0966 0.090
H -1.4448 3.3648 -0.9380 -0.945
H -0.3328 2.4209 -2.0988 0.656
H 0.0063 3.2363 0.6416 -0.203
H -1.6353 3.6068 2.4423 0.272
H -2.6850 3.1393 0.9380 0.158
H -3.0286 1.9770 3.6764 0.392
H -1.9658 0.6200 2.9048 0.169
H -3.0459 -1.3435 1.9314 0.235
H -5.0879 -2.6693 0.6490 0.303
H -7.3377 -1.1801 -0.2871 0.307
H -7.4139 1.6240 0.2589 0.310
H -5.2780 2.9660 1.6312 0.315
C -2.9453 -9.0981 -4.1465 -0.555
C -3.0155 -8.6221 -2.7185 -0.540
C -1.7936 -7.7350 -2.6198 -0.323
O -1.5762 -7.1796 -3.9242 -0.354
C -2.4085 -7.8772 -4.8611 -0.464
H -3.9051 -9.4372 -4.5444 0.333
H -2.2286 -9.9240 -4.2277 0.261
H -3.9233 -8.0255 -2.5707 0.266
H -3.0152 -9.4319 -1.9844 0.334
H -0.9034 -8.3130 -2.3501 0.284
H -1.9193 -6.9279 -1.8923 0.190
H -3.2190 -7.2016 -5.1554 0.276
H -1.8272 -8.1334 -5.7512 0.272
C -2.0777 7.1286 -0.3317 -0.001
C -1.6086 7.9577 0.8359 -0.776
C -0.8035 6.9550 1.6334 -0.474
O -0.2539 6.0210 0.6938 -0.253
C -0.8892 6.2247 -0.5759 0.008
H -2.3508 7.7201 -1.2093 0.025
H -2.9478 6.5304 -0.0363 0.212
H -0.9552 8.7631 0.4800 0.304
H -2.4219 8.4065 1.4117 0.371
H -1.4402 6.3957 2.3271 0.243
H 0.0047 7.4237 2.2022 0.309
H -0.1601 6.6993 -1.2417 0.320
H -1.1761 5.2601 -1.0036 -0.140
C -6.1762 6.0200 -3.6272 -0.561
C -5.1733 7.1178 -3.8718 -0.617
C -4.9876 7.6921 -2.4842 -0.198
O -5.1935 6.6168 -1.5578 -0.372
C -5.7567 5.5050 -2.2678 -0.016
H -6.1742 5.2436 -4.3964 0.338
H -7.1854 6.4450 -3.5709 0.273
H -4.2301 6.6861 -4.2267 0.254
H -5.5045 7.8618 -4.6007 0.357
H -5.7338 8.4647 -2.2706 0.302
H -3.9913 8.1191 -2.3372 0.141
H -4.9800 4.7377 -2.3568 -0.084
H -6.5936 5.0902 -1.6994 0.233
C 7.7030 -2.1689 0.7330 -0.656
C 7.3114 -1.9668 -0.7080 -0.585
C 5.8682 -2.4217 -0.7109 -0.063
O 5.3400 -2.1385 0.5921 -0.075
C 6.4293 -1.8006 1.4619 -0.409
H 8.5611 -1.5676 1.0438 0.372
H 7.9419 -3.2247 0.9081 0.263
H 7.3678 -0.9017 -0.9617 0.161
H 7.9346 -2.5202 -1.4150 0.400
H 5.7922 -3.5018 -0.8748 0.310
H 5.2691 -1.9106 -1.4701 -0.072
H 6.3804 -0.7235 1.6553 0.261
H 6.3208 -2.3310 2.4120 0.234
C 3.3796 -6.4401 4.8551 -0.579
C 4.5417 -5.6390 4.3275 -0.583
C 3.8770 -4.7636 3.2876 0.029
O 2.5333 -4.5346 3.7338 -0.332
C 2.2558 -5.4276 4.8214 -0.580
H 3.5488 -6.8561 5.8515 0.358
H 3.1579 -7.2675 4.1706 0.256
H 4.9576 -5.0170 5.1289 0.284
H 5.3482 -6.2519 3.9169 0.368
H 3.8254 -5.2685 2.3171 0.186
H 4.3894 -3.8062 3.1560 -0.045
H 2.2288 -4.8344 5.7419 0.314
H 1.2764 -5.8920 4.6766 0.299
```

Total charge: +1
Orbital gap in eV: 6.82
E in eV: -93341.750
HOMO in eV: -10.0